Entry 1:
Molecular formula: C4H14NO2S
Method: DFT, ωB97M-V/def2-TZVPD

Computed properties:
Relative energy (zero: lowest compared OMol25 entry of this formula, charge and spin)   85.32 kJ/mol
HOMO level (alpha / beta)   -9.06 / -9.05 eV
⟨S²⟩   0.753
M   140.2 Da
Energy   -764.141408 Eh
2S+1   2

Bonds (Å) are listed after each position.
Cartesian coordinates (Å):
1 H -2.873 3.446 1.214  O4 0.953
2 H 2.020 -0.584 0.710  C8 1.087
3 H -2.030 -0.318 -1.141  C5 1.067
4 O -2.650 3.736 2.094  H1 0.953, H6 0.975
5 C -1.533 -1.253 -1.272  H3 1.067, H11 1.086, S21 1.846, C22 1.543
6 H -2.859 2.975 2.666  O4 0.975
7 H 0.402 -1.154 -2.195  C22 1.080
8 C 2.560 -0.073 -0.083  H2 1.087, C9 1.556, H12 1.095, H18 1.079
9 C 1.541 0.807 -0.863  C8 1.556, H13 1.096, H15 1.117, N17 1.470
10 H 0.334 -1.703 -0.431  C22 1.109
11 H -1.740 -1.766 -2.205  C5 1.086
12 H 2.865 -0.839 -0.802  C8 1.095
13 H 1.859 1.061 -1.881  C9 1.096
14 H -0.766 -1.262 1.574  O19 0.961
15 H 1.579 1.831 -0.418  C9 1.117
16 H -0.206 0.704 0.075  N17 1.012
17 N 0.126 0.409 -0.834  C9 1.470, H16 1.012, C22 1.459
18 H 3.345 0.540 0.333  C8 1.079
19 O -0.026 -1.145 2.175  H14 0.961, H20 0.965
20 H 0.251 -2.020 2.474  O19 0.965
21 S -2.185 -2.397 0.022  C5 1.846
22 C -0.013 -0.994 -1.211  C5 1.543, H7 1.080, H10 1.109, N17 1.459


Entry 2:
Molecular formula: C4H14NO3
Method: DFT, ωB97M-V/def2-TZVPD

Computed properties:
Relative energy (zero: lowest compared OMol25 entry of this formula, charge and spin)   150.20 kJ/mol
HOMO level   -3.43 eV
Net charge   -1
M   124.2 Da
Energy   -441.261591 Eh

Bonds (Å) are listed after each position.
Cartesian coordinates (Å):
1 H 1.268 -2.164 1.956  C3 1.082
2 H 1.829 -0.707 1.091  C3 1.085
3 C 1.125 -1.533 1.089  H1 1.082, H2 1.085, C9 1.561, H11 1.112
4 O 0.094 3.574 -1.377  H16 1.031, H21 0.957
5 H -1.065 -1.468 0.623  C9 1.093
6 H 0.353 0.713 2.268  C7 1.088
7 C -0.498 0.050 2.122  H6 1.088, H8 1.087, C9 1.521, H20 1.113
8 H -1.401 0.619 1.919  C7 1.087
9 C -0.240 -0.803 0.889  C3 1.561, H5 1.093, C7 1.521, N10 1.494
10 N -0.121 0.039 -0.339  C9 1.494, H14 1.009, C17 1.496
11 H 1.251 -2.272 0.268  C3 1.112
12 H 0.353 -0.113 -2.335  C17 1.149
13 O 1.481 1.359 -1.468  C17 1.347
14 H -0.255 1.006 -0.083  N10 1.009
15 H -2.225 -1.466 -1.021  O22 0.963
16 H 0.508 2.707 -1.751  O4 1.031
17 C 0.949 0.125 -1.382  N10 1.496, H12 1.149, O13 1.347, H18 1.091
18 H 1.725 -0.631 -1.249  C17 1.091
19 H -1.955 -0.438 -1.866  O22 0.981
20 H -0.578 -0.537 3.064  C7 1.113
21 H -0.048 3.161 -0.526  O4 0.957
22 O -2.549 -1.219 -1.894  H15 0.963, H19 0.981


Entry 3:
Molecular formula: C4H14NO3
Method: DFT, ωB97M-V/def2-TZVPD

Computed properties:
Relative energy (zero: lowest compared OMol25 entry of this formula, charge and spin)   77.05 kJ/mol
HOMO level   -4.61 eV
Net charge   -1
M   124.2 Da
Energy   -441.289452 Eh

Bonds (Å) are listed after each position.
Cartesian coordinates (Å):
1 H 2.535 0.312 -2.605  C17 1.094
2 H -1.366 -0.061 1.366  O4 1.147
3 O -0.576 0.729 2.108  H15 0.964
4 O -1.763 -1.079 1.020  H2 1.147, C6 1.392
5 H 1.198 1.459 -0.408  N10 1.012
6 C -0.751 -1.616 0.230  O4 1.392, H7 1.108, H14 1.087, C22 1.541
7 H -1.063 -2.639 -0.059  C6 1.108
8 H -2.233 2.160 3.570  O11 0.974
9 C 1.102 -0.477 -1.164  N10 1.464, C17 1.537, H20 1.094, C22 1.561
10 N 1.568 0.537 -0.216  H5 1.012, C9 1.464, H13 1.043
11 O -1.699 2.868 3.167  H8 0.974, H19 1.016
12 H -0.696 -1.069 -2.064  C22 1.129
13 H 1.084 0.416 0.700  N10 1.043
14 H 0.142 -1.670 0.846  C6 1.087
15 H -0.226 -0.019 2.605  O3 0.964
16 H -0.999 0.118 -0.781  C22 1.077
17 C 1.488 0.001 -2.572  H1 1.094, C9 1.537, H18 1.093, H21 1.088
18 H 0.947 0.849 -3.001  C17 1.093
19 H -1.224 2.144 2.637  O11 1.016
20 H 1.593 -1.444 -1.020  C9 1.094
21 H 1.365 -0.755 -3.346  C17 1.088
22 C -0.425 -0.763 -1.012  C6 1.541, C9 1.561, H12 1.129, H16 1.077


Entry 4:
Molecular formula: C4H14NO3
Method: DFT, ωB97M-V/def2-TZVPD

Computed properties:
Relative energy (zero: lowest compared OMol25 entry of this formula, charge and spin)   118.60 kJ/mol
HOMO level   -13.81 eV
Net charge   +1
M   124.2 Da
Energy   -441.013227 Eh

Bonds (Å) are listed after each position.
Cartesian coordinates (Å):
1 H -0.046 0.097 2.568  C13 1.092
2 H -3.160 -0.519 0.816  C5 1.085
3 H 2.171 2.867 0.958  O18 0.965
4 H -0.323 -1.545 -1.403  C9 1.073
5 C -2.321 -0.196 0.208  H2 1.085, C10 1.318, H17 1.082
6 H 0.552 0.878 0.114  N14 1.028
7 O 1.100 -2.764 -0.064  H16 0.964, H22 0.961
8 O 0.198 1.940 -2.059  H12 0.969, H15 0.964
9 C 0.294 -0.706 -1.144  H4 1.073, N14 1.265, H21 1.082
10 C -1.105 -0.218 0.717  C5 1.318, C13 1.494, N14 1.453
11 H -1.655 -0.670 2.712  C13 1.084
12 H 0.060 2.839 -1.726  O8 0.969
13 C -0.751 -0.604 2.116  H1 1.092, C10 1.494, H11 1.084, H19 1.089
14 N 0.027 0.037 -0.156  H6 1.028, C9 1.265, C10 1.453
15 H -0.341 1.917 -2.858  O8 0.964
16 H 0.969 -3.596 -0.532  O7 0.964
17 H -2.652 0.136 -0.767  C5 1.082
18 O 1.739 2.492 0.181  H3 0.965, H20 0.966
19 H -0.275 -1.583 2.115  C13 1.089
20 H 2.428 2.441 -0.494  O18 0.966
21 H 1.162 -0.422 -1.724  C9 1.082
22 H 1.928 -2.822 0.421  O7 0.961


Entry 5:
Molecular formula: C4H14NO5
Method: DFT, ωB97M-V/def2-TZVPD

Computed properties:
Relative energy (zero: lowest compared OMol25 entry of this formula, charge and spin)   99.97 kJ/mol
HOMO level   -5.66 eV
Net charge   -1
M   156.2 Da
Energy   -591.847420 Eh

Bonds (Å) are listed after each position.
Cartesian coordinates (Å):
1 H 2.427 0.015 2.261  O9 0.972
2 N -0.905 -2.023 -1.715  H7 1.053, C16 1.517, H20 0.992
3 H 0.371 -2.275 1.447  O14 0.987
4 H -2.220 -0.539 -2.640  C16 1.161
5 H 1.327 -2.870 0.374  O14 0.958
6 C 0.372 0.339 1.109  O8 1.274, C10 1.577, O15 1.235
7 H -0.711 -2.332 -0.727  N2 1.053
8 O 0.779 1.546 1.070  C6 1.274
9 O 3.136 0.630 2.515  H1 0.972, H21 0.973
10 C -1.126 0.352 0.616  C6 1.577, C13 1.579, H18 1.085, H24 1.059
11 H 0.337 3.331 -1.467  O12 0.973
12 O 1.136 3.633 -1.000  H11 0.973, H23 0.976
13 C -1.098 0.394 -0.961  C10 1.579, C16 1.493, H17 1.123, H19 1.105
14 O 0.619 -3.105 0.975  H3 0.987, H5 0.958
15 O 0.947 -0.665 1.538  C6 1.235
16 C -1.765 -0.780 -1.599  N2 1.517, H4 1.161, C13 1.493, H22 1.127
17 H -0.011 0.348 -1.237  C13 1.123
18 H -1.522 1.284 1.006  C10 1.085
19 H -1.432 1.410 -1.240  C13 1.105
20 H -0.090 -1.643 -2.134  N2 0.992
21 H 2.728 1.451 2.189  O9 0.973
22 H -2.650 -1.044 -0.954  C16 1.127
23 H 1.183 2.931 -0.323  O12 0.976
24 H -1.832 -0.386 0.896  C10 1.059


Entry 6:
Molecular formula: C4H14NOS
Method: DFT, ωB97M-V/def2-TZVPD

Computed properties:
Relative energy (zero: lowest compared OMol25 entry of this formula, charge and spin)   53.44 kJ/mol
HOMO level   -12.50 eV
Net charge   +1
M   124.2 Da
Energy   -688.742353 Eh

Bonds (Å) are listed after each position.
Cartesian coordinates (Å):
1 H 0.951 0.748 1.278  N9 1.010
2 S -2.052 -0.584 -0.059  C4 1.785, C18 1.842
3 H 2.591 0.422 4.213  O17 0.954
4 C -3.102 0.732 -0.650  S2 1.785, H10 1.089, H14 1.088, H19 1.090
5 H -0.070 -0.527 0.935  N9 1.034
6 H 1.859 -1.405 -0.637  C21 1.085
7 H 0.066 0.976 -1.392  C15 1.086
8 H 0.803 -0.245 -2.458  C15 1.089
9 N 0.914 -0.212 0.968  H1 1.010, H5 1.034, H12 1.020, C21 1.515
10 H -3.973 0.308 -1.146  C4 1.089
11 H -0.560 -1.987 -1.491  C18 1.088
12 H 1.484 -0.681 1.673  N9 1.020
13 H 2.215 0.334 -0.578  C21 1.092
14 H -3.462 1.365 0.158  C4 1.088
15 C 0.386 -0.059 -1.470  H7 1.086, H8 1.089, C18 1.578, C21 1.523
16 H 3.167 0.879 2.929  O17 0.968
17 O 2.310 0.727 3.354  H3 0.954, H16 0.968
18 C -0.912 -0.958 -1.457  S2 1.842, H11 1.088, C15 1.578, H20 1.088
19 H -2.589 1.380 -1.360  C4 1.090
20 H -1.467 -0.787 -2.377  C18 1.088
21 C 1.443 -0.424 -0.435  H6 1.085, N9 1.515, H13 1.092, C15 1.523